(1)
Here is a 17-piece molecular cluster, C50H139N13O22 overall from the OMol25 dataset. Energies are from ωB97M-V/def2-TZVPD.

Last column: Mulliken charge in e.
Positions of all 224 atoms, in Å:
C 0.385 2.667 2.365  0.131
C -0.167 3.559 1.248  -0.809
O 0.291 4.883 1.501  -0.602
H 0.301 3.198 3.313  0.615
H 1.429 2.424 2.171  -0.314
H -0.234 1.786 2.536  0.009
H -1.248 3.432 1.311  0.628
H 0.303 3.335 0.291  0.285
H -0.342 5.404 1.001  0.293
C 0.488 -4.811 1.288  -1.188
C 0.360 -4.354 -0.137  0.250
O 1.585 -3.735 -0.494  -0.282
H 1.539 -5.080 1.395  0.471
H -0.119 -5.693 1.495  0.448
H 0.468 -4.004 2.020  -0.246
H -0.570 -3.788 -0.203  -0.148
H 0.142 -5.317 -0.599  0.451
H 1.603 -2.827 -0.182  0.238
C 4.356 -2.486 -3.408  -0.018
C 3.024 -3.215 -3.556  0.437
O 3.208 -4.327 -2.692  -0.625
H 5.272 -3.077 -3.402  0.479
H 4.250 -1.884 -2.506  -0.166
H 4.366 -1.874 -4.310  -0.220
H 2.823 -3.618 -4.548  0.254
H 2.180 -2.603 -3.235  -0.409
H 2.681 -4.168 -1.905  0.498
C -2.918 3.854 -2.306  -1.314
C -1.715 3.236 -3.011  0.859
O -1.586 3.756 -4.299  -0.575
H -2.917 4.926 -2.503  0.386
H -3.081 3.644 -1.249  0.285
H -3.894 3.552 -2.685  0.354
H -1.633 2.150 -3.067  -0.095
H -0.771 3.402 -2.492  -0.164
H -1.977 3.228 -4.999  0.320
C -0.777 1.681 5.647  0.076
C -0.645 2.699 6.736  -0.593
O 0.021 3.848 6.218  -0.562
H -1.605 2.066 5.052  0.050
H -1.100 0.706 6.011  0.395
H 0.170 1.558 5.121  -0.287
H -0.090 2.240 7.555  0.291
H -1.576 2.980 7.228  0.401
H 0.780 3.459 5.778  0.172
C 3.062 4.888 -1.307  -1.016
C 3.323 3.838 -0.219  0.905
O 3.047 4.475 1.012  -0.588
H 3.176 4.437 -2.293  0.109
H 3.717 5.759 -1.290  0.354
H 2.025 5.166 -1.120  0.278
H 4.360 3.501 -0.252  0.100
H 2.577 3.080 -0.455  -0.514
H 2.121 4.366 1.241  0.165
C 7.015 -2.304 0.332  -0.779
C 6.668 -2.636 -1.085  0.504
O 7.832 -2.987 -1.775  -0.590
H 7.340 -3.107 0.993  0.294
H 6.126 -1.798 0.710  -0.055
H 7.795 -1.550 0.440  0.297
H 6.300 -1.696 -1.496  -0.539
H 6.004 -3.500 -1.114  0.421
H 8.200 -2.112 -1.920  0.402
C 1.076 -0.175 -1.552  -0.196
C 1.330 -0.127 -0.063  1.128
O 1.179 -1.343 0.623  0.761
H 0.150 -0.696 -1.795  0.094
H 1.843 -0.740 -2.082  -0.573
H 0.906 0.784 -2.042  0.220
H 0.599 0.574 0.341  -0.610
H 2.343 0.244 0.091  -0.671
H 1.567 -1.130 1.475  -0.290
C 3.009 -1.274 -7.129  0.413
O 1.796 -1.156 -6.901  -0.818
N 3.497 -2.258 -7.845  -0.438
N 3.902 -0.427 -6.607  -0.138
H 2.844 -2.789 -8.403  0.281
H 4.461 -2.302 -8.141  0.170
H 4.804 -0.367 -7.058  0.217
H 3.598 0.395 -6.104  0.029
C -1.256 -0.598 -5.433  0.756
O -2.240 -0.385 -4.731  -0.808
N -0.538 -1.656 -5.474  0.099
N -0.902 0.299 -6.353  -0.398
H 0.331 -1.521 -5.971  0.228
H -0.776 -2.533 -5.034  0.179
H -0.111 0.243 -6.980  0.205
H -1.469 1.133 -6.293  0.109
C 5.318 -2.972 4.101  0.674
O 5.126 -1.956 4.690  -0.825
N 4.384 -3.591 3.390  -0.185
N 6.480 -3.517 4.083  -0.421
H 3.478 -3.171 3.539  -0.235
H 4.632 -4.416 2.862  0.182
H 7.005 -3.150 4.863  0.314
H 6.547 -4.416 3.628  0.172
C 1.438 -1.886 4.648  0.407
O 1.843 -1.932 3.521  -0.145
N 0.169 -1.927 4.941  -0.072
N 2.186 -2.132 5.704  -0.345
H -0.137 -1.947 5.903  0.229
H -0.518 -1.926 4.201  -0.112
H 3.193 -2.109 5.630  0.119
H 1.736 -2.292 6.594  0.143
C -8.075 -1.491 -1.593  -0.347
O -6.985 -1.305 -2.537  -0.525
C -5.904 -2.139 -2.349  0.584
C -4.665 -1.669 -3.168  -0.123
N -4.655 -2.085 -4.579  -0.389
C -4.473 -3.541 -4.716  -1.077
C -3.359 -4.127 -3.773  -0.415
O -2.112 -3.746 -4.251  -0.483
C -1.272 -3.837 -3.195  -0.114
H -7.808 -1.400 -0.540  -0.195
H -8.584 -2.434 -1.794  0.350
H -8.773 -0.654 -1.628  0.324
H -6.296 -3.109 -2.655  0.535
H -5.568 -2.257 -1.318  -1.141
H -3.728 -1.826 -2.634  -0.186
H -4.835 -0.593 -3.203  0.688
H -3.771 -1.696 -4.873  0.302
H -4.208 -3.862 -5.723  0.444
H -5.389 -4.060 -4.433  0.469
H -3.364 -5.217 -3.756  0.519
H -3.595 -3.905 -2.732  0.188
H -0.274 -3.482 -3.451  -0.171
H -1.070 -4.868 -2.905  0.496
H -1.521 -3.397 -2.230  0.003
C 5.803 1.030 -1.840  -0.601
O 4.504 1.428 -2.395  0.238
C 4.560 1.550 -3.811  -0.930
C 3.217 1.952 -4.348  0.308
N 3.187 2.240 -5.754  -0.332
C 1.857 2.472 -6.208  -0.922
C 1.170 3.798 -5.685  -0.047
O 2.196 4.786 -5.684  -0.392
C 1.717 5.951 -5.042  -0.679
H 6.465 1.889 -1.952  0.395
H 6.320 0.269 -2.424  0.363
H 5.717 0.726 -0.797  -0.172
H 4.974 0.648 -4.261  0.347
H 5.242 2.339 -4.129  0.329
H 2.655 2.592 -3.669  -0.059
H 2.620 1.065 -4.136  0.006
H 3.612 3.108 -6.051  0.465
H 1.152 1.664 -6.015  -0.044
H 1.920 2.449 -7.296  0.619
H 0.846 3.634 -4.658  -0.223
H 0.287 4.059 -6.268  0.634
H 1.431 5.736 -4.012  0.186
H 0.853 6.394 -5.537  0.319
H 2.441 6.765 -5.015  0.295
C -8.381 -1.841 2.458  -0.540
O -7.108 -2.182 1.894  -0.172
C -7.003 -3.554 1.608  -0.931
C -5.433 -3.789 1.337  0.214
N -4.662 -3.201 2.473  -0.407
C -3.267 -3.103 2.121  0.399
C -2.417 -2.523 3.276  -0.246
O -2.247 -1.112 3.401  0.318
C -3.383 -0.339 3.806  0.109
H -8.616 -2.405 3.360  0.303
H -9.187 -2.094 1.769  0.342
H -8.452 -0.778 2.689  0.033
H -7.615 -3.764 0.732  0.437
H -7.328 -4.239 2.391  0.437
H -5.201 -3.473 0.320  -0.492
H -5.377 -4.874 1.251  0.492
H -5.030 -2.262 2.426  -0.152
H -3.193 -2.393 1.297  -0.507
H -2.834 -4.043 1.779  0.686
H -1.402 -2.883 3.111  -0.388
H -2.756 -2.983 4.204  0.205
H -3.622 -0.437 4.865  0.439
H -4.274 -0.661 3.267  -0.416
H -3.045 0.681 3.624  0.032
C -2.779 -0.065 -0.463  -0.243
O -3.676 0.585 0.374  0.151
C -5.049 0.636 -0.002  0.480
C -5.872 0.818 1.291  -0.164
N -5.394 1.982 2.036  -0.277
C -5.882 1.916 3.416  -0.325
C -7.434 1.947 3.737  -0.280
O -7.853 1.920 5.101  -0.368
C -7.489 3.037 5.762  -0.667
H -1.900 0.006 0.178  0.383
H -2.627 0.384 -1.445  0.115
H -2.995 -1.126 -0.592  -0.455
H -5.256 -0.319 -0.485  -0.846
H -5.207 1.432 -0.729  0.372
H -6.022 -0.086 1.883  -0.159
H -6.861 0.996 0.870  0.497
H -4.392 1.973 1.916  0.091
H -5.543 2.838 3.888  0.470
H -5.530 1.165 4.123  0.200
H -7.885 1.094 3.229  -0.365
H -7.881 2.837 3.296  0.382
H -6.429 3.248 5.616  0.288
H -7.553 2.824 6.829  0.297
H -8.066 3.932 5.529  0.278
C 3.177 4.623 4.669  -0.677
O 2.712 3.346 5.008  0.176
C 3.544 2.626 6.012  -1.136
C 3.604 1.105 5.694  0.169
N 4.557 0.784 4.606  -0.084
C 4.195 1.274 3.305  -0.806
C 4.883 0.425 2.056  0.049
O 6.220 0.556 1.993  -0.415
C 6.564 1.937 1.825  -0.551
H 2.887 4.856 3.644  0.018
H 4.252 4.713 4.825  0.355
H 2.599 5.335 5.259  0.287
H 3.041 2.858 6.951  0.452
H 4.597 2.907 6.042  0.472
H 2.612 0.720 5.457  -0.312
H 3.919 0.668 6.642  0.460
H 4.664 -0.214 4.491  0.265
H 4.350 2.338 3.127  0.363
H 3.137 1.039 3.190  -0.035
H 4.338 0.756 1.172  -0.090
H 4.586 -0.623 2.103  0.384
H 7.610 2.033 1.536  0.345
H 6.390 2.437 2.777  0.223
H 5.939 2.449 1.094  0.142

Computed properties:
- maximum force (eV/A) = 4.183
- gap between HOMO and LUMO (eV) = 8.49
- HOMO (eV) = -8.1
- energy (Ha) = -4355.21477

=====

(2)
Here is C50H27F5N8SScSi as an isolated structure from the OMol25 dataset. Energies are from ωB97M-V/def2-TZVPD.

Last column: Mulliken charge in e.
Positions of all 93 atoms, in Å:
Sc -0.580 0.424 -0.188  -0.290
C 0.099 -3.978 -4.844  -0.636
C 0.727 -4.723 -3.833  -0.740
C 0.679 -4.317 -2.511  -0.035
C -0.016 -3.154 -2.221  0.360
C -0.198 -2.417 -0.972  -0.602
N 0.250 -2.808 0.230  -0.203
C 0.310 -2.034 1.297  -0.716
C 0.457 -2.531 2.674  0.367
C 0.563 -3.814 3.190  -0.014
C 0.650 -3.947 4.569  -0.836
C 0.608 -2.826 5.409  -0.813
C 0.485 -1.543 4.888  -0.017
C 0.424 -1.416 3.510  0.242
C 0.267 -0.238 2.640  -0.807
N 0.154 1.001 3.089  -0.445
C -0.300 2.042 2.372  -0.696
N -0.816 2.020 1.114  0.421
C -1.358 3.233 0.787  -0.144
N -2.034 3.554 -0.316  -0.438
C -2.276 2.723 -1.327  -0.263
N -1.840 1.442 -1.471  0.750
C -2.225 0.924 -2.676  -0.632
N -1.892 -0.259 -3.199  -0.435
C -1.224 -1.228 -2.573  -0.320
N -0.923 -1.305 -1.240  0.581
C -0.647 -2.411 -3.224  0.159
C -0.595 -2.811 -4.552  -0.262
C -2.998 1.949 -3.367  -0.063
C -3.628 1.961 -4.607  -0.091
C -4.293 3.114 -4.979  -0.678
C -4.334 4.236 -4.132  -0.620
C -3.706 4.225 -2.899  -0.167
C -3.034 3.067 -2.526  0.012
C -1.111 4.139 1.903  -0.019
C -1.424 5.479 2.101  -0.164
C -1.047 6.057 3.302  -0.671
C -0.379 5.314 4.289  -0.642
C -0.075 3.978 4.095  -0.221
C -0.447 3.400 2.888  0.145
N 0.259 -0.666 1.343  1.481
H 0.166 -4.318 -5.871  0.399
H 1.268 -5.626 -4.097  0.420
H 1.183 -4.872 -1.727  0.555
H 0.566 -4.679 2.534  0.625
H 0.731 -4.937 5.008  0.463
H 0.647 -2.968 6.483  0.402
H 0.419 -0.668 5.524  0.514
H -1.076 -2.219 -5.323  0.540
H -3.595 1.089 -5.249  0.535
H -4.792 3.159 -5.941  0.395
H -4.870 5.121 -4.452  0.388
H -3.733 5.083 -2.238  0.542
H -1.942 6.043 1.333  0.551
H -1.274 7.101 3.488  0.397
H -0.101 5.797 5.219  0.404
H 0.432 3.394 4.853  0.538
F -2.610 -5.150 5.022  -0.411
C -2.716 -4.131 4.158  0.793
C -2.786 -2.836 4.614  0.148
F -2.764 -2.605 5.935  -0.402
C -2.859 -1.787 3.718  0.466
F -2.903 -0.558 4.242  -0.471
C -2.868 -1.966 2.335  0.293
S -2.999 -0.655 1.196  -0.587
C -2.801 -3.296 1.925  0.288
F -2.794 -3.594 0.622  -0.453
C -2.724 -4.358 2.803  0.048
F -2.635 -5.617 2.347  -0.392
C 4.327 -3.171 -1.591  -0.599
C 3.872 -2.699 -2.818  -0.552
C 3.088 -1.550 -2.878  -0.248
C 2.737 -0.840 -1.723  0.435
C 3.208 -1.337 -0.500  -0.059
C 3.993 -2.483 -0.427  -0.508
Si 1.645 0.720 -1.804  1.012
C 2.887 2.131 -1.505  0.017
C 3.276 2.468 -0.200  0.102
C 4.184 3.492 0.054  -0.758
C 4.718 4.222 -1.002  -0.403
C 4.340 3.917 -2.305  -0.526
C 3.436 2.885 -2.550  -0.367
H 4.935 -4.068 -1.539  0.372
H 4.123 -3.231 -3.732  0.414
H 2.733 -1.200 -3.844  0.281
H 2.949 -0.822 0.423  0.043
H 4.336 -2.845 0.538  0.430
H 1.460 0.798 -3.292  -0.482
H 2.856 1.920 0.642  0.119
H 4.468 3.726 1.075  0.406
H 5.421 5.026 -0.810  0.353
H 4.750 4.485 -3.134  0.370
H 3.155 2.654 -3.574  0.321

Computed properties:
- maximum force (eV/A) = 1.284
- gap between HOMO and LUMO (alpha / beta) (eV) = 4.55 / 4.56
- HOMO (alpha / beta) (eV) = -4.2 / -4.2
- total charge = -1
- energy (Ha) = -4307.63762

=====

(3)
Here is C50H28F5N4RbSe as an isolated structure from the OMol25 dataset. Energies are from ωB97M-V/def2-TZVPD.

Last column: Mulliken charge in e.
Positions of all 89 atoms, in Å:
Rb 0.596 1.102 0.411  0.881
C 3.958 0.046 -6.733  -0.384
C 3.567 1.207 -6.081  -0.790
C 2.825 1.137 -4.910  -0.185
C 2.456 -0.092 -4.364  -0.105
C 2.856 -1.251 -5.031  -0.174
C 3.598 -1.185 -6.201  -0.820
C 1.657 -0.163 -3.108  1.820
C 0.372 0.415 -3.145  0.030
C -0.275 0.917 -4.354  -1.325
C -1.518 1.305 -3.986  -1.041
C -1.625 1.040 -2.554  -0.062
C -2.806 1.202 -1.798  1.492
C -3.966 1.801 -2.521  -0.150
C -3.942 3.139 -2.911  -0.120
C -5.008 3.704 -3.599  -0.787
C -6.122 2.939 -3.910  -0.283
C -6.160 1.604 -3.529  -0.757
C -5.092 1.043 -2.845  -0.130
C -3.020 0.797 -0.465  0.179
N -2.092 0.260 0.356  -0.221
C -2.715 -0.086 1.504  -0.111
C -2.139 -0.789 2.581  1.680
C -3.012 -1.022 3.767  -0.160
C -3.398 -2.310 4.141  -0.164
C -4.209 -2.523 5.246  -0.785
C -4.658 -1.449 6.003  -0.313
C -4.285 -0.162 5.641  -0.791
C -3.472 0.047 4.537  -0.083
C -0.837 -1.336 2.641  0.210
C -0.281 -2.077 3.770  -1.248
C 0.974 -2.439 3.412  -1.226
C 1.186 -1.913 2.068  0.087
N 0.079 -1.260 1.658  -0.483
C 2.357 -2.093 1.301  1.737
C 2.572 -1.685 -0.033  0.072
C 3.829 -1.847 -0.758  -1.294
C 3.635 -1.314 -1.987  -1.188
C 2.261 -0.822 -2.012  0.065
N 1.672 -1.062 -0.824  -0.620
C 3.472 -2.835 1.959  -0.244
C 4.147 -2.291 3.051  -0.119
C 5.187 -2.978 3.663  -0.797
C 5.573 -4.226 3.193  -0.344
C 4.909 -4.778 2.106  -0.777
C 3.871 -4.089 1.497  -0.047
C -4.124 0.293 1.434  -1.199
C -4.310 0.854 0.219  -1.184
N -0.469 0.523 -2.095  -0.161
H 4.539 0.100 -7.645  0.355
H 3.847 2.175 -6.480  0.349
H 2.528 2.044 -4.399  0.483
H 2.570 -2.211 -4.618  0.473
H 3.894 -2.100 -6.702  0.348
H 0.139 0.934 -5.351  0.403
H -2.291 1.695 -4.631  0.407
H -3.073 3.737 -2.667  0.465
H -4.965 4.748 -3.887  0.373
H -6.955 3.379 -4.446  0.363
H -7.022 0.994 -3.772  0.363
H -5.115 -0.001 -2.554  0.491
H -3.053 -3.147 3.546  0.487
H -4.496 -3.533 5.514  0.350
H -5.290 -1.613 6.867  0.364
H -4.623 0.686 6.225  0.369
H -3.176 1.051 4.260  0.475
H -0.771 -2.288 4.709  0.411
H 1.676 -3.012 3.998  0.404
H 4.738 -2.283 -0.373  0.405
H 4.361 -1.236 -2.781  0.416
H 3.853 -1.314 3.413  0.500
H 5.702 -2.532 4.506  0.359
H 6.386 -4.761 3.669  0.358
H 5.202 -5.752 1.731  0.353
H 3.351 -4.518 0.649  0.453
H -4.873 0.131 2.195  0.383
H -5.233 1.248 -0.178  0.423
F 2.316 10.082 3.553  -0.333
C 2.427 8.792 3.170  0.425
C 2.187 8.425 1.861  0.087
F 1.843 9.372 0.965  -0.320
C 2.301 7.102 1.478  0.659
F 2.057 6.826 0.190  -0.273
C 2.657 6.080 2.365  -0.789
Se 2.835 4.287 1.824  -0.478
C 2.891 6.498 3.680  0.538
F 3.244 5.611 4.621  -0.297
C 2.783 7.816 4.081  0.137
F 3.024 8.167 5.360  -0.319

Computed properties:
- maximum force (eV/A) = 0.745
- energy relative to the best compared isomer or geometry (same formula, charge and spin) (eV) = 0.000
- gap between HOMO and LUMO (eV) = 5.45
- HOMO (eV) = -1.6
- total charge = -2
- energy (Ha) = -5066.09582